(1)
DFT (wB97M-V/def2-TZVPD) results for a molecular structure, C25H15N5O8S2Zn.

```
56
Properties=species:S:1:pos:R:3
Zn -0.70846 -1.28972 -0.52452
O 5.24912 0.25232 -0.48854
C 3.91142 -0.04615 -0.51009
C 3.19259 -0.04253 -1.70001
C 1.85011 -0.35699 -1.64760
N 1.26620 -0.66433 -0.49808
C 1.93523 -0.64461 0.64791
C 3.28106 -0.33238 0.69024
C 1.08283 -0.91599 1.89820
O 1.64793 -0.75605 2.98975
O -0.11330 -1.22336 1.64851
C 0.91714 -0.30996 -2.86819
O 1.42468 0.08128 -3.92845
O -0.27356 -0.64271 -2.62117
H 5.52227 0.41644 -1.39752
H 3.63537 0.20900 -2.65738
H 3.79853 -0.31887 1.63860
S -0.78618 6.22747 -0.44831
C -0.67053 4.43763 -0.40411
C 0.31440 3.81121 0.34602
C 0.34486 2.42253 0.34647
N -0.51206 1.67648 -0.34345
C -1.44299 2.28512 -1.06928
C -1.56492 3.66931 -1.13110
C -1.59992 6.49477 1.12232
C -0.87137 6.74506 2.27571
C -1.55798 6.94540 3.46493
N -2.88597 6.91834 3.56768
C -3.57303 6.67602 2.45236
C -2.98379 6.46172 1.21426
H 1.04092 4.38188 0.91070
H 1.09369 1.88976 0.92751
H -2.12035 1.63228 -1.60979
H -2.33812 4.13275 -1.73009
H 0.20939 6.78203 2.24614
H -1.01313 7.13178 4.38464
H -4.65281 6.64600 2.55551
H -3.58534 6.26232 0.33770
O 1.63964 -3.65823 0.58447
C 0.69923 -4.07078 -0.06563
N -0.18756 -3.32910 -0.79850
S -1.17342 -4.25259 -1.70641
O -0.79916 -4.25401 -3.09629
O -2.55531 -4.01580 -1.39444
C -0.64683 -5.80890 -1.01572
C -1.07636 -7.09819 -1.26602
C -0.43683 -8.13266 -0.59394
C 0.61022 -7.87126 0.29086
C 1.03763 -6.56839 0.51580
C 0.38910 -5.54545 -0.15065
H -1.88549 -7.29130 -1.95975
H -0.75423 -9.15532 -0.76280
H 1.09170 -8.69454 0.80562
H 1.85056 -6.33114 1.19119
N -3.66287 -0.25246 -0.29583
C -2.60394 -0.71512 -0.36946
```

The HOMO-LUMO gap comes out at 7.0 eV. Its total charge is -2. The calculation puts the HOMO energy at -3.412 eV. The calculation puts the electronic energy at -120092.4801 eV.

Mulliken charges, unit e, in atom order: 1.535, -0.573, 1.136, -0.580, -0.399, 0.920, -0.060, -0.978, 0.684, -0.841, -0.733, 0.087, -0.820, -0.736, 0.282, 0.437, 0.562, -0.175, 0.449, -0.792, -0.296, 0.127, -0.256, -0.806, 0.292, -0.143, -0.331, -0.616, -0.323, -0.221, 0.339, 0.375, 0.408, 0.406, 0.366, 0.338, 0.342, 0.341, -0.670, 0.542, 0.044, 1.106, -0.685, -0.689, 0.037, -0.609, -0.375, -0.498, -0.403, -0.145, 0.406, 0.354, 0.355, 0.480, -0.834, -0.167


(2)
DFT (wB97M-V/def2-TZVPD) results for C25H15NO5 in the gas phase.

```
46
Properties=species:S:1:pos:R:3
O 2.30781 -0.05550 5.23521
C 1.36961 -0.79820 5.10979
O 0.55771 -0.86486 4.03439
C 0.66151 -0.08100 2.90576
C 1.49460 1.03196 2.76365
C 1.47670 1.73346 1.58077
C 0.64260 1.36647 0.52146
C 0.64722 2.13625 -0.73153
O 1.35355 3.10446 -0.92720
C -0.30129 1.59832 -1.73028
O -0.39472 2.31954 -2.87639
C -0.77216 1.74996 -4.06781
C -1.45381 2.60681 -4.95749
C -1.82442 2.16130 -6.19167
C -1.53692 0.84263 -6.60451
C -1.91534 0.35051 -7.86988
C -1.61099 -0.92952 -8.24144
C -0.91297 -1.77356 -7.36393
C -0.53354 -1.32660 -6.12925
C -0.83521 -0.01234 -5.71481
C -0.45832 0.46930 -4.44507
C -1.06287 0.51907 -1.44920
O -1.02504 -0.17153 -0.29394
C -0.18840 0.25037 0.67949
C -0.17408 -0.47037 1.87015
C 0.95680 -1.78476 6.13753
C -0.11461 -2.66057 5.97062
C -0.41010 -3.54514 6.99258
C 0.37518 -3.51962 8.13756
N 1.39230 -2.69036 8.30543
C 1.67539 -1.84699 7.33436
H 2.14473 1.33299 3.56722
H 2.11028 2.59582 1.44057
H -1.66209 3.61324 -4.63060
H -2.34777 2.81690 -6.87220
H -2.45020 1.00623 -8.54194
H -1.90350 -1.30027 -9.21270
H -0.67810 -2.78138 -7.67356
H 0.00443 -1.97419 -5.45162
H 0.09544 -0.18176 -3.78383
H -1.78413 0.10534 -2.14042
H -0.81717 -1.32776 1.98322
H -0.69600 -2.64417 5.06140
H -1.23033 -4.24038 6.90407
H 0.18367 -4.19370 8.96201
H 2.51132 -1.18003 7.49695
```

The SMILES is O=C(Oc1ccc2c(=O)c(Oc3ccc4ccccc4c3)coc2c1)c1cccnc1. The HOMO-LUMO gap comes out at 8.0 eV. Its total charge is 0. The calculation puts the HOMO energy at -8.236 eV. The calculation puts the electronic energy at -37895.6918 eV.

Mulliken charges, unit e, in atom order: -0.621, 0.786, -0.209, 0.645, -0.702, -0.960, 0.446, 0.353, -0.653, -0.030, -0.392, 0.419, -0.722, -0.904, 0.816, -0.689, -0.525, -0.515, -0.819, 0.553, -0.295, -0.160, -0.454, 0.115, -0.327, 0.133, -0.258, -0.516, -0.244, -0.610, -0.314, 0.504, 0.478, 0.469, 0.384, 0.377, 0.384, 0.381, 0.378, 0.541, 0.600, 0.486, 0.459, 0.391, 0.363, 0.461


(3)
DFT (wB97M-V/def2-TZVPD) results for a molecular structure, C25H16AsAuF16N3O4.

```
66
Properties=species:S:1:pos:R:3
Au 0.32059 -0.55539 -0.53162
C 0.75271 -2.07119 1.88964
N 0.67641 -0.64629 1.48603
C -0.44731 0.02324 2.19288
C -1.80762 -0.33153 1.56949
N -1.64417 -1.00534 0.27348
C -2.67199 -1.35043 -0.50536
C -3.97836 -0.77705 -0.53776
F -4.33198 0.16739 0.31206
C -4.88158 -1.15002 -1.50319
F -6.06369 -0.55181 -1.58753
C -4.56922 -2.16628 -2.40495
F -5.45851 -2.52028 -3.31552
C -3.34607 -2.83360 -2.33971
F -3.10625 -3.84066 -3.16746
C -2.42387 -2.42495 -1.41608
F -1.26720 -3.06896 -1.31228
C 1.98592 0.04317 1.68497
C 2.87769 -0.33632 0.51942
N 2.19795 0.15921 -0.67857
C 2.81613 0.12215 -1.91984
C 2.42782 1.09693 -2.84404
F 1.51371 2.00021 -2.50190
C 2.97210 1.14981 -4.11464
F 2.57743 2.08156 -4.98332
C 3.95144 0.24194 -4.47657
F 4.50413 0.29960 -5.68938
C 4.36814 -0.72958 -3.58042
F 5.31173 -1.60211 -3.93994
C 3.78580 -0.79392 -2.33142
F 4.17508 -1.77976 -1.50347
H 0.95244 -2.12306 2.96168
H 1.54817 -2.57285 1.34475
H -0.19094 -2.56068 1.66605
H -0.28631 1.08364 2.11409
H -0.41348 -0.25519 3.24916
H -2.39861 0.58092 1.50446
H -2.35020 -1.04331 2.20063
H 2.40770 -0.23982 2.65209
H 1.79403 1.11488 1.66506
H 3.08250 -1.40969 0.51682
H 3.84551 0.16773 0.60059
F -0.48888 2.09641 0.10426
As -1.30227 3.64920 0.42438
F -2.82040 2.81897 0.21424
F -1.34932 3.19077 2.11214
F -2.12283 5.11930 0.75496
F 0.23955 4.37587 0.66295
F -1.24297 3.97783 -1.27149
O -0.87245 -2.04728 -3.78518
C -0.82187 -0.96343 -3.25519
O 0.24641 -0.63968 -2.50594
C -1.87824 0.05838 -3.49077
C -1.86684 1.31565 -2.90437
C -2.91627 2.22605 -3.10396
C -3.94532 1.80750 -3.90416
O -5.07150 2.49297 -4.24258
C -5.80939 1.64075 -5.12199
O -5.09270 0.41142 -5.25233
C -3.95501 0.55893 -4.50804
C -2.94247 -0.33681 -4.33239
H -1.02808 1.63572 -2.30324
H -2.89777 3.20326 -2.64939
H -5.88824 2.11826 -6.09974
H -6.78928 1.44132 -4.68666
H -2.93596 -1.31405 -4.79391
```

The multiplicity is 2. The expectation value of S² is 0.786. The HOMO-LUMO gap (alpha / beta) comes out at 6.5 / 4.9 eV. Its total charge is 0. The calculation puts the HOMO energy (alpha / beta) at -8.456 / -8.456 eV. The calculation puts the electronic energy at -146853.8974 eV.

Mulliken charges, unit e, in atom order: 1.622, -0.936, 0.180, -1.247, -0.529, 0.172, -0.726, 0.528, -0.320, 0.575, -0.381, 0.454, -0.375, 0.687, -0.345, 0.213, -0.357, -0.811, -0.671, -0.119, -0.738, 0.164, -0.366, 0.305, -0.313, 0.718, -0.299, 0.067, -0.299, 0.753, -0.331, 0.349, 0.286, 0.303, 0.324, 0.495, 0.280, 0.681, 0.442, 0.315, 0.378, 0.543, -0.667, 2.171, -0.455, -0.514, -0.498, -0.500, -0.476, -0.641, -0.367, -0.487, 0.423, 0.263, -1.533, 1.191, -0.523, -0.394, -0.543, 1.014, -1.608, 0.621, 0.561, 0.286, 0.298, 0.704


(4)
DFT (wB97M-V/def2-TZVPD) results for a molecular structure, C25H17AsF6N6O2PdS in a non-equilibrium geometry.

```
59
Properties=species:S:1:pos:R:3
Pd 0.42442 -1.64541 -0.40138
C 3.86282 -1.60261 -3.58318
C 2.81092 -2.06861 -2.78718
N 2.24022 -1.27491 -1.90328
C 2.69692 -0.02321 -1.75508
C 3.78762 0.39809 -2.53148
N 4.33132 -0.38281 -3.43378
C 2.07282 0.81139 -0.72658
C 2.23342 2.18979 -0.68528
C 1.72182 2.91569 0.39202
C 1.03342 2.20279 1.37682
C 0.87222 0.82809 1.25922
N 1.37972 0.15109 0.21612
C 0.18372 0.02209 2.27222
C -0.05568 0.45909 3.58362
N -0.71398 -0.28011 4.44532
C -1.10508 -1.48401 4.07752
C -0.83168 -1.96831 2.79672
N -0.22198 -1.20541 1.90322
C 1.94192 4.36189 0.51282
C 1.09062 5.16339 1.27702
C 1.39352 6.50849 1.42852
N 2.43832 7.06259 0.85282
C 3.22702 6.33899 0.08842
C 3.03032 4.98079 -0.10628
H 4.33382 -2.22421 -4.32968
H 2.44762 -3.08391 -2.87548
H 4.23912 1.37019 -2.40378
H 2.74102 2.69669 -1.48938
H 0.63512 2.71749 2.23462
H 0.29342 1.41399 3.94732
H -1.64528 -2.06911 4.80592
H -1.13548 -2.96511 2.50152
H 0.20352 4.76109 1.73862
H 0.78142 7.15879 2.03892
H 4.05122 6.85809 -0.37818
H 3.73392 4.42129 -0.69878
O -6.72518 -2.20321 0.82232
C -6.49228 -1.73061 -0.40648
O -7.38608 -1.40251 -1.13068
C -5.05598 -1.59011 -0.82348
C -4.75538 -1.62871 -2.18758
C -3.47048 -1.41241 -2.63328
C -2.45858 -1.13631 -1.70648
S -0.84298 -0.81961 -2.24608
C -2.76068 -1.07111 -0.34118
C -4.04348 -1.31181 0.09742
H -5.94128 -2.51601 1.29162
H -5.55188 -1.82151 -2.88918
H -3.22948 -1.45601 -3.68388
H -1.97458 -0.79681 0.36252
H -4.24858 -1.23671 1.15662
F -0.83448 -3.48161 0.27542
As 0.65182 -4.58271 0.10752
F 1.72032 -3.18461 0.68182
F 0.47902 -5.02321 1.77312
F 2.07302 -5.47231 -0.23698
F -0.39248 -5.83051 -0.41998
F 0.71562 -3.80581 -1.52338
```

The multiplicity is 2. The expectation value of S² is 1.052. As for the energy above the lowest of the compared OMol25 structures with the same formula, charge and spin: 273.08 kJ/mol. The HOMO-LUMO gap (alpha / beta) comes out at 6.4 / 5.4 eV. Its total charge is +1. The calculation puts the HOMO energy (alpha / beta) at -12.177 / -12.127 eV. The calculation puts the electronic energy at -130690.2108 eV.

Mulliken charges, unit e, in atom order: 0.677, -0.423, -0.427, 0.289, 0.302, -0.303, -0.575, -0.034, -0.547, 0.927, -0.376, 0.040, -0.551, 0.238, -0.302, -0.577, -0.445, -0.506, 0.374, 0.763, -0.501, -0.456, -0.570, -0.423, -0.612, 0.420, 0.505, 0.526, 0.680, 0.281, 0.476, 0.420, 0.497, 0.450, 0.381, 0.390, 0.473, -0.449, 0.525, -0.490, 0.705, -0.802, -0.664, 0.631, -0.210, -0.398, -0.708, 0.312, 0.464, 0.485, 0.553, 0.454, -0.533, 1.980, -0.522, -0.462, -0.448, -0.446, -0.460